No. 1
Molecular formula: C12H36O12
Method: DFT, ωB97M-V with the def2-TZVPD basis set

Frontier orbital gap in eV: 9.79
Charge: 0
SMILES string: OCCO.OCCO.OCCO.OCCO.OCCO.OCCO
Highest occupied orbital energy in eV: -9.575
Molar mass in g/mol: 372.41
Relative energy (zero: lowest compared OMol25 entry of this formula, charge and spin) in kcal/mol: 76.1
Lowest unoccupied orbital energy in eV: 0.2

Each line ends with the natural charge from an NBO analysis.
Geometry (Å):
C -20.544 -4.264 4.102  -0.098
C -21.317 -5.216 4.944  -0.103
O -21.406 -6.590 4.548  -0.724
O -19.330 -4.811 3.557  -0.709
H -20.236 -3.353 4.615  0.194
H -21.215 -4.237 3.244  0.151
H -22.338 -4.928 5.195  0.179
H -20.660 -5.122 5.809  0.166
H -22.275 -6.748 4.172  0.475
H -19.553 -5.742 3.487  0.470
C -15.692 2.345 7.905  -0.105
C -15.179 1.442 6.736  -0.085
O -13.688 1.363 6.681  -0.742
O -15.080 3.637 7.916  -0.716
H -15.634 1.823 8.860  0.155
H -16.777 2.394 7.815  0.184
H -15.597 1.787 5.790  0.176
H -15.515 0.458 7.061  0.185
H -13.412 1.844 5.897  0.472
H -14.156 3.404 8.028  0.473
C -13.437 -5.929 5.159  -0.101
C -14.369 -5.132 4.198  -0.089
O -14.505 -3.714 4.499  -0.720
O -12.080 -5.414 5.160  -0.715
H -13.631 -6.997 5.061  0.172
H -13.880 -5.730 6.135  0.172
H -15.338 -5.630 4.170  0.161
H -14.040 -5.178 3.160  0.170
H -14.628 -3.603 5.445  0.480
H -11.601 -5.692 4.376  0.468
C -18.027 -1.450 7.745  -0.112
C -17.331 -2.680 7.199  -0.097
O -16.041 -2.412 6.765  -0.721
O -17.016 -0.654 8.474  -0.759
H -18.721 -1.847 8.486  0.194
H -18.499 -0.845 6.971  0.192
H -17.995 -2.952 6.378  0.168
H -17.170 -3.525 7.868  0.170
H -15.988 -1.585 7.249  0.480
H -17.140 -0.923 9.387  0.489
C -19.219 -1.430 13.678  -0.123
C -19.039 -2.598 12.570  -0.082
O -18.004 -2.308 11.605  -0.757
O -18.388 -1.633 14.878  -0.707
H -20.193 -1.701 14.085  0.182
H -19.322 -0.444 13.223  0.191
H -19.980 -2.701 12.030  0.180
H -18.859 -3.565 13.041  0.181
H -17.195 -1.974 11.998  0.472
H -17.760 -0.911 14.799  0.463
C -19.991 1.363 10.742  -0.087
C -18.547 1.872 10.739  -0.093
O -18.591 3.062 10.006  -0.747
O -20.820 2.150 11.586  -0.718
H -20.021 0.307 11.011  0.175
H -20.434 1.343 9.747  0.178
H -17.759 1.215 10.371  0.164
H -18.174 2.206 11.707  0.168
H -17.737 3.454 9.814  0.483
H -20.900 3.018 11.182  0.478


No. 2
Molecular formula: C12H36O16P4
Method: DFT, ωB97M-V with the def2-TZVPD basis set

Frontier orbital gap in eV: 9.40
Charge: 0
SMILES string: COP(=O)(OC)OC.COP(=O)(OC)OC.COP(=O)(OC)OC.COP(=O)(OC)OC
Highest occupied orbital energy in eV: -8.893
Molar mass in g/mol: 560.30
Relative energy (zero: lowest compared OMol25 entry of this formula, charge and spin) in kcal/mol: 265.4
Lowest unoccupied orbital energy in eV: 0.5

Each line ends with the natural charge from an NBO analysis.
Geometry (Å):
C -4.925 1.049 0.891  -0.257
O -4.092 0.712 -0.110  -0.794
P -2.909 -0.382 0.101  2.602
O -2.200 0.134 1.278  -1.184
O -3.620 -1.810 0.337  -0.827
C -2.713 -2.963 0.610  -0.263
O -1.873 -0.674 -0.981  -0.830
C -0.675 0.151 -1.231  -0.180
H -5.511 0.066 1.178  0.180
H -5.390 1.958 0.871  0.198
H -4.355 1.290 1.853  0.188
H -3.168 -3.982 1.236  0.215
H -1.821 -2.689 0.974  0.194
H -2.324 -3.175 -0.490  0.203
H 0.009 -0.442 -1.910  0.201
H -0.339 0.072 -0.444  0.157
H -0.711 1.154 -1.658  0.196
C 1.057 0.357 2.194  -0.246
O 0.254 1.085 3.018  -0.759
P -0.790 0.297 3.913  2.596
O -0.075 0.284 5.232  -1.180
O -2.165 1.067 4.166  -0.823
C -2.284 2.383 4.744  -0.166
O -0.971 -1.257 3.513  -0.804
C -1.583 -2.143 4.403  -0.242
H 0.746 -0.494 1.764  0.189
H 1.936 -0.045 2.577  0.171
H 1.395 1.029 1.595  0.176
H -3.188 2.859 4.428  0.179
H -1.502 2.831 4.038  0.181
H -2.142 2.516 5.614  0.155
H -1.602 -3.138 4.112  0.181
H -2.729 -1.796 4.453  0.181
H -1.095 -2.237 5.356  0.205
C 1.397 -3.395 1.650  -0.287
O 0.647 -2.998 0.544  -0.806
P 0.907 -3.715 -0.850  2.592
O 2.242 -4.504 -0.803  -1.134
O -0.266 -4.614 -0.971  -0.867
C -0.049 -6.072 -0.981  -0.244
O 0.782 -2.900 -2.204  -0.817
C 1.324 -3.473 -3.371  -0.247
H 1.290 -4.454 1.770  0.179
H 1.421 -3.056 2.643  0.225
H 2.528 -3.424 1.515  0.207
H 0.662 -6.287 -0.203  0.219
H 0.180 -6.448 -1.967  0.194
H -1.029 -6.579 -0.894  0.196
H 1.233 -2.551 -4.132  0.198
H 0.900 -4.397 -3.704  0.189
H 2.369 -3.532 -3.189  0.209
C 4.981 3.660 -3.556  -0.255
O 4.022 4.546 -3.943  -0.809
P 2.479 4.364 -3.638  2.588
O 2.076 3.118 -4.202  -1.116
O 2.083 4.410 -2.044  -0.803
C 1.079 3.573 -1.641  -0.245
O 2.015 5.626 -4.344  -0.832
C 2.041 6.987 -3.692  -0.260
H 4.689 2.593 -3.707  0.196
H 4.988 3.807 -2.403  0.168
H 5.980 3.936 -4.014  0.200
H 0.808 3.783 -0.662  0.189
H 1.399 2.509 -1.642  0.179
H 0.098 3.583 -2.245  0.179
H 1.475 7.650 -4.419  0.211
H 3.084 7.394 -3.619  0.205
H 1.514 6.813 -2.734  0.208


No. 3
Molecular formula: C12H36O6S6
Method: DFT, ωB97M-V with the def2-TZVPD basis set

Frontier orbital gap in eV: 8.43
Charge: 0
Highest occupied orbital energy in eV: -8.340
Molar mass in g/mol: 468.82
Relative energy (zero: lowest compared OMol25 entry of this formula, charge and spin) in kcal/mol: 169.7
Lowest unoccupied orbital energy in eV: 0.1

Each line ends with the natural charge from an NBO analysis.
Geometry (Å):
C -0.451 0.274 -2.348  -0.796
S -0.677 -0.684 -0.902  1.219
O 0.251 -1.909 -1.109  -1.008
C 0.152 0.288 0.272  -0.900
H 0.504 0.308 -2.427  0.206
H -0.885 1.292 -2.188  0.228
H -0.852 -0.358 -3.424  0.257
H -0.414 0.486 1.182  0.264
H 0.576 1.312 -0.266  0.237
H 1.212 -0.277 0.473  0.282
C -3.195 -4.490 -2.509  -0.850
S -2.168 -4.259 -1.075  1.180
O -2.614 -5.285 0.018  -0.955
C -0.542 -4.669 -1.824  -0.790
H -4.195 -4.677 -2.062  0.261
H -2.837 -5.102 -3.308  0.231
H -3.183 -3.470 -3.178  0.227
H 0.259 -4.608 -1.036  0.252
H -0.316 -4.123 -2.654  0.228
H -0.696 -5.755 -2.009  0.218
C -3.937 -0.251 4.473  -0.803
S -2.843 1.145 4.041  1.226
O -1.360 0.689 3.895  -1.000
C -3.225 1.297 2.329  -0.849
H -5.002 0.054 4.781  0.240
H -3.592 -0.590 5.408  0.242
H -4.070 -0.981 3.829  0.224
H -2.904 0.574 1.662  0.235
H -2.944 2.210 1.890  0.248
H -4.353 1.608 2.157  0.234
C 2.243 0.047 3.110  -0.825
S 1.462 -0.210 4.760  1.229
O 2.683 -0.786 5.538  -1.012
C 1.435 1.386 5.470  -0.798
H 2.531 -0.928 2.664  0.246
H 3.257 0.516 3.346  0.250
H 1.360 0.562 2.633  0.225
H 2.626 1.840 5.474  0.222
H 1.201 1.242 6.466  0.243
H 0.813 1.972 4.910  0.224
C -0.419 4.637 -2.432  -0.826
S -1.072 6.248 -2.705  1.240
O -2.224 6.389 -1.707  -0.972
C 0.302 7.195 -2.193  -0.878
H -1.053 3.918 -2.734  0.226
H -0.311 4.616 -1.153  0.233
H 0.365 4.515 -3.153  0.234
H 1.161 7.090 -2.767  0.238
H 0.491 7.066 -1.094  0.240
H -0.001 8.373 -2.034  0.264
C 3.829 -1.667 -1.643  -0.829
S 2.847 -2.115 -3.001  1.210
O 3.288 -1.207 -4.249  -0.957
C 3.682 -3.701 -3.251  -0.840
H 3.978 -2.518 -0.898  0.242
H 3.408 -0.887 -1.118  0.227
H 4.736 -1.403 -2.121  0.245
H 3.721 -4.452 -2.493  0.235
H 4.710 -3.643 -3.538  0.235
H 3.257 -4.119 -4.159  0.238


No. 4
Molecular formula: C12H37NO6
Method: DFT, ωB97M-V with the def2-TZVPD basis set

<S²>: 0.75
Frontier orbital gap (alpha / beta) in eV: 1.67 / 9.05
Spin multiplicity: 2
Charge: -1
Highest occupied orbital energy (alpha / beta) in eV: 0.667 / -6.798
Molar mass in g/mol: 291.43
Relative energy (zero: lowest compared OMol25 entry of this formula, charge and spin) in kcal/mol: 0.0
Lowest unoccupied orbital energy (alpha / beta) in eV: 2.3 / 2.3

Each line ends with the natural charge from an NBO analysis.
Geometry (Å):
C 2.185 1.814 3.381  -0.666
C 3.450 2.342 2.685  -0.371
O 3.261 2.226 1.229  -0.983
H 2.302 0.731 3.404  0.199
H 1.342 2.125 2.763  0.214
H 2.168 2.300 4.357  0.200
H 4.331 1.762 2.961  0.156
H 3.569 3.418 2.812  0.150
H 3.961 2.748 0.830  0.353
C -0.307 -1.281 1.750  -0.646
C -0.945 -0.516 0.545  -0.063
O -0.224 -0.832 -0.652  -0.805
H -0.133 -2.313 1.442  0.212
H -0.951 -1.179 2.623  0.195
H 0.644 -0.799 1.972  0.218
H -0.919 0.569 0.651  0.167
H -1.967 -0.787 0.281  0.160
H 0.537 -0.257 -0.762  0.511
C 0.884 -5.319 0.277  -0.633
C 1.706 -5.534 -1.021  -0.062
O 2.994 -6.046 -0.788  -0.722
H 0.031 -4.664 0.094  0.219
H 1.484 -4.817 1.036  0.220
H 0.518 -6.280 0.637  0.200
H 1.761 -4.619 -1.611  0.159
H 1.192 -6.147 -1.762  0.145
H 3.323 -6.387 -1.623  0.465
C -5.249 -0.915 0.437  -0.629
C -4.528 -1.141 1.721  -0.062
O -5.334 -1.814 2.598  -0.723
H -4.553 -0.384 -0.211  0.216
H -6.224 -0.446 0.567  0.211
H -5.537 -1.865 -0.013  0.206
H -4.308 -0.186 2.198  0.148
H -3.584 -1.668 1.583  0.156
H -4.928 -1.757 3.465  0.464
O -1.044 -0.815 -3.458  -0.966
H -1.993 -0.860 -3.341  0.456
H -0.693 -0.789 -2.567  0.497
C 1.257 2.163 -3.257  -0.633
C 1.201 2.392 -1.716  -0.148
C -0.199 2.695 -1.104  -0.069
O -0.869 3.819 -1.722  -0.556
C -0.290 5.054 -1.615  -0.281
N 1.755 1.162 -1.074  -0.893
H 1.060 3.072 -3.825  0.205
H 0.536 1.389 -3.518  0.222
H 2.244 1.855 -3.602  0.203
H 1.855 3.244 -1.532  0.166
H -0.210 2.929 -0.040  0.172
H -0.859 1.840 -1.253  0.187
H -0.736 5.815 -2.255  0.175
H 0.789 5.112 -1.758  0.165
H -0.493 5.450 -0.620  0.149
H 2.065 1.371 -0.135  0.408
H 2.675 1.020 -1.465  0.360


Record order is preserved below.
Largest force on an atom: 3.84, 15.73, 7.32, 2.46 eV Å⁻¹
Record order is preserved below.
DFT total energy: -37591.9159, -82940.7880, -90311.8632, -26816.2630 eV